No. 1
ORCA calculation (wB97M-V/def2-TZVPD) on a structure of composition C49H29Cl4N5OY in a non-equilibrium geometry.

The orbital gap (alpha / beta) is 3.950 / 5.100 eV. As for the lowest unoccupied orbital energy (alpha / beta): -1.2660 / -1.2682 eV. As for the spin multiplicity: 2. The total energy is -4112.749723 Ha. Its expectation value of S² is 0.83. The calculation puts the highest occupied orbital energy (alpha / beta) at -5.2 / -6.4 eV.

Last column: Mulliken spin population.
Cartesian coordinates (Å):
Y -0.25201 -0.30308 0.25787  -0.004
Cl -8.27978 0.88684 -4.74472  0.002
C -6.69533 0.72514 -4.11021  0.017
C -5.86109 -0.34075 -4.45657  -0.009
C -4.60646 -0.39873 -3.85726  0.016
C -4.10635 0.56732 -2.92089  0.001
C -5.03014 1.59002 -2.60046  0.038
C -6.26818 1.73074 -3.25937  -0.010
C -2.90719 0.31180 -2.06519  0.080
C -2.53768 -1.01148 -1.66948  -0.022
C -3.29719 -2.16694 -1.97069  0.004
C -2.46663 -3.26693 -1.93236  -0.013
C -1.17022 -2.80981 -1.47169  0.028
C -0.06805 -3.74007 -1.41478  0.065
C -0.04315 -5.10241 -1.97451  0.002
C 0.78806 -6.10347 -1.38843  0.034
C 0.82076 -7.36872 -1.96240  -0.017
C 0.14929 -7.66713 -3.20048  0.031
Cl 0.42223 -9.15272 -4.02744  0.003
C -0.62409 -6.65124 -3.74842  -0.016
C -0.76603 -5.42617 -3.12946  0.031
C 1.15303 -3.24307 -0.83514  0.024
N 1.27439 -2.09529 -0.05009  -0.017
C 2.58994 -1.90800 0.29230  0.140
C 3.08060 -0.78600 1.06088  0.034
C 4.25491 -1.02661 1.87284  0.000
C 5.41670 -1.70509 1.44208  0.002
C 6.44751 -2.02053 2.30756  0.001
C 6.43126 -1.55771 3.62424  0.000
Cl 7.91176 -1.56040 4.46848  0.000
C 5.24314 -1.04174 4.16191  0.001
C 4.25065 -0.71451 3.29743  -0.001
C 2.62573 0.55831 0.98005  0.023
C 3.11120 1.64981 1.86740  0.001
C 2.29701 2.74187 1.64572  -0.003
C 1.28719 2.36948 0.63886  0.021
N 1.50330 1.01770 0.31137  0.056
C 0.41056 3.28176 0.06942  0.007
C -0.66450 2.79394 -0.77728  0.119
C -1.34956 3.56446 -1.76386  -0.008
C -2.27486 2.69878 -2.36353  0.100
C -2.16661 1.48039 -1.65030  0.005
N -1.18445 1.54886 -0.70810  -0.007
C 0.40735 4.72263 0.30291  0.002
C 1.62189 5.45873 0.04702  0.010
C 1.76488 6.74316 0.56973  -0.003
C 0.58329 7.38110 1.09127  0.008
Cl 0.79737 9.00668 1.60876  0.001
C -0.63510 6.71646 1.17865  -0.003
C -0.74314 5.44813 0.62352  0.012
C 3.34564 -2.95890 -0.30846  0.009
C 2.45670 -3.77925 -1.02987  0.124
N -1.25234 -1.43568 -1.30293  0.087
H -6.16546 -1.05947 -5.19148  -0.001
H -3.95694 -1.22519 -4.20014  0.004
H -4.77728 2.35598 -1.87737  -0.006
H -6.87136 2.61117 -3.08469  0.000
H -4.37651 -2.14355 -2.24108  -0.002
H -2.71787 -4.23916 -2.23838  -0.001
H 1.25166 -6.03292 -0.40182  -0.006
H 1.38733 -8.14982 -1.41738  0.000
H -1.22147 -6.85692 -4.64271  -0.001
H -1.28057 -4.69343 -3.66812  0.005
H 5.45044 -1.88553 0.40284  -0.001
H 7.28892 -2.57316 2.02062  0.000
H 5.16993 -0.68204 5.16873  0.000
H 3.35853 -0.20386 3.66378  0.000
H 4.08775 1.64122 2.35447  -0.001
H 2.45300 3.79125 1.94807  0.000
H -1.16065 4.58089 -1.98635  0.002
H -3.00495 2.90265 -3.17965  0.005
H 2.42295 4.99483 -0.46363  0.001
H 2.72569 7.34656 0.50716  0.000
H -1.46572 7.23457 1.62840  0.000
H -1.67206 4.95193 0.44244  -0.004
H 4.36534 -3.27476 -0.01754  -0.004
H 2.72871 -4.58682 -1.72243  0.004
O -0.68122 -0.29345 2.32248  -0.001
N -0.90706 0.61200 3.28697  0.000
C -0.22255 0.35634 4.43086  0.000
C -0.31893 1.19299 5.50391  0.000
C -1.03159 2.37599 5.35264  0.000
C -1.66642 2.64539 4.14805  0.000
C -1.65887 1.70233 3.10876  -0.001
H 0.28443 -0.60521 4.45156  0.000
H 0.20377 0.92548 6.43280  0.000
H -1.11694 3.17367 6.12820  0.000
H -2.17343 3.52635 3.86832  0.000
H -1.92683 1.93205 2.13579  0.000

---

No. 2
ORCA calculation (wB97M-V/def2-TZVPD) on a structure of composition C49H34F5MoN2P2SSe4Te in a non-equilibrium geometry.

The orbital gap (alpha / beta) is 5.375 / 5.220 eV. As for the lowest unoccupied orbital energy (alpha / beta): 1.1785 / 0.8873 eV. Its net charge is -1. As for the spin multiplicity: 3. The total energy is -13519.340198 Ha. For the relative energy (zero: lowest compared OMol25 entry of this formula, charge and spin), the calculation gives 272.0 kJ/mol. Its expectation value of S² is 2.11. The calculation puts the highest occupied orbital energy (alpha / beta) at -4.2 / -4.3 eV.

Last column: Mulliken spin population.
Cartesian coordinates (Å):
Mo -1.18648 0.02743 1.30027  1.064
Se -1.29368 2.38413 2.15087  0.111
Se -3.28898 2.99243 3.21757  0.007
Se -4.85338 1.47223 2.60207  -0.103
Se -3.23998 -0.61817 2.08957  -0.094
F -3.99448 -6.12847 3.52557  0.000
C -3.21938 -5.29657 2.81107  0.007
C -2.53288 -4.26437 3.44427  -0.002
F -2.60358 -4.13387 4.77557  0.000
C -1.74698 -3.41407 2.68997  0.027
F -1.02568 -2.45597 3.30367  0.007
C -1.64198 -3.52327 1.29887  -0.016
S -0.67248 -2.40207 0.41637  0.008
C -2.30928 -4.59387 0.69347  0.009
F -2.19148 -4.79117 -0.62853  0.001
C -3.08538 -5.46667 1.43677  -0.005
F -3.70908 -6.49257 0.83637  0.000
Te -0.75758 -0.30017 -3.95173  -0.003
C -0.22798 1.60533 -4.77743  -0.002
C -0.94278 2.17353 -5.82463  0.000
C -0.59728 3.44253 -6.25583  0.000
N 0.37132 4.16403 -5.71673  0.000
C 1.06372 3.61383 -4.73293  0.000
C 0.82072 2.34253 -4.24533  0.003
C -0.39918 0.44703 -1.98243  0.016
P 0.86482 -0.24597 -0.92313  0.005
C 1.21682 1.29113 0.02757  -0.033
C 1.36952 1.15093 1.41207  0.092
C 1.79852 2.22883 2.18727  0.002
C 2.04272 3.44873 1.58547  -0.009
C 1.81602 3.61553 0.22667  -0.001
C 1.39062 2.54843 -0.54453  -0.001
C 2.33822 -0.33777 -1.98273  0.023
C 3.40352 0.55463 -1.97263  0.001
C 4.49582 0.32733 -2.79023  0.002
C 4.54842 -0.79187 -3.60073  0.003
C 3.50432 -1.70297 -3.58703  -0.001
C 2.40952 -1.48207 -2.77543  0.006
P -1.86558 0.37273 -0.99063  -0.007
C -2.58218 1.89093 -1.69503  0.004
C -3.34218 1.83233 -2.86033  -0.001
C -3.52938 2.97353 -3.62113  0.001
C -2.96458 4.17553 -3.23153  -0.001
C -2.22738 4.24273 -2.06083  -0.002
C -2.02908 3.10523 -1.30493  -0.017
C -3.14278 -0.86447 -1.38243  -0.017
C -2.86968 -2.08137 -1.99223  0.005
C -3.90758 -2.95877 -2.26263  -0.001
C -5.20468 -2.63697 -1.90233  0.000
C -5.47338 -1.43857 -1.25783  -0.002
C -4.44668 -0.55257 -1.00013  0.003
H -1.75818 1.63963 -6.29033  0.000
H -1.13238 3.91963 -7.06903  0.000
H 1.85452 4.22743 -4.31673  0.000
H 1.43612 1.92103 -3.46563  -0.001
H 0.94042 -0.78747 1.27897  0.047
H 1.90982 2.10313 3.25617  0.009
H 2.38472 4.27483 2.19057  0.000
H 1.96262 4.58153 -0.23253  -0.002
H 1.16662 2.68903 -1.59103  -0.002
H 3.38202 1.42083 -1.32793  -0.003
H 5.31442 1.03273 -2.78543  0.000
H 5.40932 -0.96107 -4.23293  0.000
H 3.55212 -2.58957 -4.20173  0.000
H 1.60552 -2.20917 -2.72603  -0.003
H -3.79828 0.89823 -3.16603  0.001
H -4.11298 2.91533 -4.52923  0.000
H -3.09598 5.05413 -3.84463  0.000
H -1.79148 5.17633 -1.73753  0.000
H -1.43208 3.15743 -0.40143  0.007
H -1.84858 -2.35377 -2.23513  0.002
H -3.70478 -3.89897 -2.75363  0.000
H -6.00828 -3.32617 -2.11653  0.000
H -6.48258 -1.19337 -0.95993  0.000
H -4.64028 0.38993 -0.49973  0.000
N 0.99242 -0.06177 2.02807  0.013
C 1.87202 -0.47737 3.06627  0.242
C 1.35972 -0.77127 4.35647  0.013
C 0.07872 -0.33787 4.75837  0.149
C -0.40418 -0.62677 6.01287  -0.096
C 0.36212 -1.35827 6.90907  0.165
C 1.61562 -1.81637 6.52717  -0.082
C 2.10912 -1.53537 5.27577  0.169
C 3.26702 -0.49737 2.69177  -0.009
C 3.64362 -0.78197 1.36487  0.092
C 4.95752 -0.72467 0.96047  -0.062
C 5.95182 -0.36967 1.85787  0.107
C 5.60602 -0.08057 3.17037  -0.055
C 4.29322 -0.13957 3.58347  0.132
H -0.53758 0.24243 4.07257  0.032
H -1.38378 -0.27337 6.29827  -0.001
H -0.02198 -1.59027 7.89097  0.014
H 2.20862 -2.40557 7.21347  -0.003
H 3.06452 -1.93557 4.96547  0.007
H 2.90682 -1.09257 0.63317  0.019
H 5.20682 -0.95187 -0.06703  0.000
H 6.98272 -0.30447 1.53737  0.008
H 6.36882 0.21613 3.87817  -0.001
H 4.03822 0.14393 4.59477  0.000